No. 1
Below is C2H14Cd2O6 as an isolated structure at a distorted geometry, with properties calculated with ωB97M-V/def2-TZVPD.

Geometry (Å):
Cd 0.29280 -3.72715 0.59076
Cd -0.59616 -0.90518 0.18448
O 1.01348 -1.92202 0.31705
H 1.91494 -1.87896 0.69127
O -1.42063 -2.72620 0.64140
H -2.29531 -2.75960 1.07539
O -1.04839 -1.36174 -1.96611
H -0.27770 -1.43801 -2.52867
H -1.77590 -1.65506 -2.51467
O -0.63989 -0.07711 1.98302
H 0.02697 0.06993 2.65379
H -1.46873 -0.06376 2.46164
O -2.28699 0.38123 -0.13762
H -2.96225 0.74305 0.43625
H -2.62341 0.52212 -1.02260
C 1.64750 2.76089 -0.09324
C 1.79239 1.21782 -0.18942
O 0.57517 0.75849 -0.73417
H 1.73501 3.23758 -1.06957
H 2.47048 3.20896 0.46356
H 0.74733 3.06315 0.44196
H 1.85741 0.76384 0.79940
H 2.64664 0.92638 -0.80052
H 0.67525 0.86134 -1.68338

net charge = +3
2S+1 = 2
E_LUMO (spin up / spin down) = -0.45919 / -0.62013 Ha
orbital gap (spin up / spin down) = 0.356 / 0.180 Eh

No. 2
Below is C2H14CdO6 as an isolated structure at a distorted geometry, with properties calculated with ωB97M-V/def2-TZVPD.

Geometry (Å):
Cd -0.01179 -0.11779 -0.03814
C -1.00180 2.15474 -2.46582
O -0.83388 1.38419 -1.34240
H -1.79971 1.76706 -3.12289
H -1.23952 3.20190 -2.21596
H -0.08689 2.18459 -3.09311
C 1.06007 -2.29712 2.39658
O 0.67147 -1.64243 1.25845
H 1.07849 -3.40131 2.29174
H 2.06731 -1.99427 2.74564
H 0.38814 -2.14312 3.27257
O 1.13594 1.57111 0.88715
H 0.49578 2.29260 0.92173
H 1.74606 1.71043 1.61823
O 1.75802 -0.22697 -1.33976
H 2.23278 0.58150 -1.55705
H 2.40120 -0.94309 -1.36227
O -1.69664 0.56382 1.42870
H -2.28360 -0.00346 1.93765
H -2.00334 1.46401 1.57192
O -1.11210 -1.79130 -1.11337
H -1.73329 -1.60539 -1.82513
H -1.23271 -2.70971 -0.85446

net charge = 0
2S+1 = 1
E_LUMO = 0.00566 Ha
orbital gap = 0.278 Eh

No. 3
Below is a 4-piece molecular cluster, C2H14N2O3 overall at a distorted geometry, with properties calculated with ωB97M-V/def2-TZVPD.

Geometry (Å):
N 0.06663 1.61184 -0.99196
C 0.38413 1.35422 0.43571
C 0.08402 -0.11157 0.77450
N -1.33038 -0.34740 1.00469
H 0.21345 2.59732 -1.17866
H -0.90594 1.40231 -1.19446
H -0.01900 2.03543 1.18321
H 1.47811 1.45538 0.41535
H 0.39263 -0.69159 -0.10486
H 0.72629 -0.45158 1.58151
H -1.81552 -0.86313 0.28223
H -1.54369 -0.80196 1.88469
H -4.20399 1.56523 1.27436
H -2.65376 1.19129 1.03220
O -3.42620 1.71590 0.73554
H 3.41346 -2.91790 0.03774
H 2.03608 -3.03431 -0.73001
O 2.48876 -2.57946 0.00224
H 2.14254 -1.15972 -1.68478
H 0.88999 -0.65493 -2.29772
O 1.58239 -1.31539 -2.46151

net charge = -1
2S+1 = 2
E_LUMO (spin up / spin down) = 0.12026 / 0.11681 Ha
orbital gap (spin up / spin down) = 0.082 / 0.360 Eh

No. 4
Below is a 4-piece molecular cluster, C2H14N2O3 overall at a distorted geometry, with properties calculated with ωB97M-V/def2-TZVPD.

Geometry (Å):
N 0.13099 -3.13448 2.34376
C -0.62915 -2.20766 1.51752
C 0.28772 -0.94155 1.25061
N -0.59403 -0.01597 0.35318
H -0.58941 -3.74686 2.75316
H 0.83198 -3.74710 2.00870
H -1.58839 -1.84535 1.80693
H -0.99168 -2.57479 0.48890
H 0.52538 -0.36711 2.22228
H 1.21249 -1.26751 0.79561
H -0.21865 0.93025 0.38438
H -1.48724 0.18791 0.84774
H -1.39644 2.20981 -2.16514
H -0.48469 2.36253 -1.04587
O -1.19934 2.84316 -1.47121
H 0.59784 -0.18334 -1.62291
H 1.11737 0.29489 -2.97264
O 0.27250 0.32310 -2.40081
H 1.84380 1.82171 -1.46045
H 1.37207 3.25486 -0.86357
O 1.49502 2.28607 -0.71105

net charge = 0
2S+1 = 1
E_LUMO = 0.01532 Ha
orbital gap = 0.357 Eh

No. 5
Below is a 5-piece molecular cluster, C2H14NO5 overall at a distorted geometry, with properties calculated with ωB97M-V/def2-TZVPD.

Geometry (Å):
C 0.33508 -2.09277 0.22938
N 0.15510 -0.66321 0.04796
C -0.47026 0.09848 1.14655
O 0.03995 1.32990 1.25274
H 0.16835 -2.62664 -0.70303
H -0.21660 -2.43564 1.09867
H 1.37163 -2.34664 0.46371
H 1.03635 -0.20670 -0.14117
H -0.35678 -0.54183 2.06148
H -1.56868 0.17999 1.00429
H -0.16392 2.11312 -0.24589
H -1.46925 3.05380 -0.81319
O -0.81191 2.38274 -0.96366
H 0.78710 0.33724 -1.57658
H -0.01720 1.08965 -2.58552
O 0.85896 0.69686 -2.47371
H -1.36441 -0.71160 -1.85201
H -2.17895 -1.33946 -0.69049
O -2.15487 -1.21438 -1.63903
H 1.97341 0.31729 2.54054
H 1.64564 1.47275 1.64160
O 2.40126 1.10704 2.19739

net charge = -1
2S+1 = 1
E_LUMO = 0.13722 Ha
orbital gap = 0.292 Eh

No. 6
Below is a 5-piece molecular cluster, C2H14O4S overall at a distorted geometry, with properties calculated with ωB97M-V/def2-TZVPD.

Geometry (Å):
C -3.04260 -1.40466 0.66860
C -2.82597 -2.88534 0.53196
S -0.95147 -3.33880 0.62438
H -2.66722 -0.94912 1.51959
H -2.37520 -0.92780 -0.10235
H -4.13953 -1.08172 0.35896
H -3.13908 -3.42703 -0.37256
H -3.20524 -3.46090 1.37227
H -0.71730 -2.67111 1.79299
H 0.60381 2.38117 0.27772
H -0.21737 3.57902 -0.00003
O 0.37714 3.04139 -0.42683
H 1.72310 -0.43363 -0.80976
H 0.83005 -1.37387 -1.15142
O 1.70494 -1.17017 -1.34776
H 2.59192 0.60435 2.50305
H 2.61241 -0.76933 1.57343
O 2.63441 0.27098 1.62193
H 3.37705 4.61190 -2.04117
H 3.35862 4.38288 -3.64683
O 3.46752 5.02178 -2.94620

net charge = 0
2S+1 = 1
E_LUMO = 0.00483 Ha
orbital gap = 0.352 Eh

Going through the records in order, we get relative energy (zero: lowest compared OMol25 entry of this formula, charge and spin) values of 79.0, 76.1, 18.6, 176.1, 126.0, 190.9 kJ/mol.